(1)
DFT (ωB97M-V/def2-TZVPD) results for an isolated molecule of C9H20O4SSi in a non-equilibrium geometry.

Structure (XYZ):
```
35
Properties=species:S:1:pos:R:3
O 1.726 2.665 -0.291
O -2.386 -1.782 0.106
O 0.034 -1.509 -1.064
O -0.370 -0.359 1.427
S 3.738 -0.945 0.473
C -2.133 -2.877 0.910
C -0.328 -2.049 -2.277
C -1.166 0.257 2.370
C 0.430 2.251 -0.133
C 2.615 1.572 -0.812
C 2.693 0.217 1.418
C -0.416 1.785 -1.234
C 2.486 0.196 -0.082
C -1.713 0.983 -0.857
Si -1.111 -0.626 -0.073
H -1.093 -2.979 0.955
H -2.647 -3.776 0.554
H -2.470 -2.741 1.939
H -0.962 -2.900 -2.041
H 0.548 -2.340 -2.801
H -0.830 -1.207 -2.739
H -1.586 -0.515 3.026
H -2.096 0.861 1.984
H -0.668 0.938 3.027
H 0.486 1.439 0.548
H -0.080 3.121 0.311
H 3.631 2.031 -0.726
H 2.401 1.546 -1.876
H 2.036 -0.239 2.123
H 2.981 1.168 1.904
H 0.153 1.246 -2.021
H -0.658 2.725 -1.788
H 1.501 -0.258 -0.312
H -2.493 1.499 -0.237
H -2.252 0.603 -1.711
```

For the LUMO energy, the calculation gives 0.76 eV. The HOMO-LUMO gap is 9.4 eV. The structure (SMILES) is CO[Si](CCCOC[C@@H]1CS1)(OC)OC. For the energy above the lowest of the compared OMol25 structures with the same formula, charge and spin, the calculation gives 1.6863 eV. The total energy comes out at -36560.13175 eV.

Atomic partial charges in e from the Löwdin method, atoms 1 to 5:
1 O -0.12
2 O -0.21
3 O -0.25
4 O -0.23
5 S 0.85

---

(2)
DFT (ωB97M-V/def2-TZVPD) results for a cluster of 3 separate species, C9H21BO9S3 in total in a non-equilibrium geometry.

Structure (XYZ):
```
43
Properties=species:S:1:pos:R:3
C 0.666 -3.118 0.510
O -0.741 -2.819 0.558
S -1.276 -2.074 -0.795
O -0.885 -2.857 -1.930
O -2.884 -2.384 -0.622
B -3.262 -2.984 0.616
O -3.205 -4.308 0.845
O -3.768 -2.184 1.577
H 0.974 -3.520 -0.445
H 0.844 -3.892 1.244
H 1.266 -2.264 0.793
H -2.491 -4.730 0.346
H -3.681 -1.256 1.312
C 4.511 1.205 2.978
C 3.113 1.588 3.484
C 2.111 0.617 2.845
S 3.018 -0.904 2.540
O 3.104 -1.113 1.114
O 2.540 -1.939 3.419
C 4.603 -0.312 3.116
H 5.297 1.704 3.541
H 4.615 1.489 1.929
H 3.080 1.488 4.571
H 2.864 2.619 3.244
H 1.272 0.398 3.499
H 1.748 0.982 1.886
H 5.394 -0.759 2.519
H 4.705 -0.611 4.159
C -2.756 2.079 -4.449
C -1.266 2.254 -4.125
C -1.169 2.780 -2.686
S -2.629 2.170 -1.832
O -3.452 3.293 -1.462
O -2.240 1.177 -0.862
C -3.362 1.360 -3.248
H -2.907 1.515 -5.367
H -3.226 3.057 -4.573
H -0.762 1.289 -4.199
H -0.778 2.932 -4.822
H -0.285 2.414 -2.172
H -1.197 3.867 -2.648
H -4.444 1.441 -3.188
H -3.062 0.312 -3.219
```

For the LUMO energy, the calculation gives 0.39 eV. The HOMO-LUMO gap is 10.2 eV. The total energy comes out at -61285.47064 eV.

Atomic partial charges in e from the Löwdin method, atoms 1 to 5:
1 C -0.09
2 O -0.38
3 S 0.94
4 O -0.38
5 O -0.12

---

(3)
DFT (ωB97M-V/def2-TZVPD) results for a structure of composition C9H21Br6MnN2O5 in a non-equilibrium geometry.

Structure (XYZ):
```
44
Properties=species:S:1:pos:R:3
Mn -0.428 -2.388 2.776
C 0.271 -0.263 0.326
O 0.508 -1.162 1.371
H 1.141 0.391 0.270
H 0.139 -0.660 -0.680
H -0.520 0.465 0.507
Br -3.383 2.814 -0.429
C -1.784 3.089 -1.559
C -0.606 3.488 -0.623
Br 1.102 3.519 -1.747
H -2.066 3.685 -2.427
H -1.629 2.087 -1.958
H -0.619 2.767 0.195
H -0.687 4.444 -0.105
Br -2.474 -0.390 -2.542
C -1.554 -2.082 -2.922
C -1.162 -2.184 -4.387
Br 0.134 -3.636 -4.735
H -2.276 -2.874 -2.720
H -0.786 -2.279 -2.174
H -0.785 -1.256 -4.820
H -2.024 -2.493 -4.978
Br 5.354 -1.227 -0.941
C 3.898 -1.209 0.357
C 4.082 -2.117 1.511
Br 5.570 -1.393 2.611
H 3.040 -1.531 -0.234
H 3.703 -0.183 0.669
H 4.148 -3.175 1.259
H 3.206 -2.156 2.158
C 2.341 2.064 2.519
N 1.210 2.910 3.042
O 0.785 2.698 4.160
O 0.573 3.624 2.298
H 3.134 2.490 3.133
H 2.487 2.207 1.448
H 2.109 1.018 2.721
C -4.059 -0.730 1.038
N -3.313 -1.998 0.886
O -2.432 -2.331 1.757
O -3.586 -2.731 -0.040
H -4.444 -0.688 2.056
H -4.822 -0.761 0.260
H -3.495 0.137 0.695
```

For the LUMO energy (spin up / spin down), the calculation gives -1.39 / -1.44 eV. Its multiplicity is 7. The HOMO-LUMO gap (spin up / spin down) is 5.7 / 7.8 eV. Its expectation value of S² is 12.002. The total energy comes out at -474458.18185 eV.

Atomic partial charges in e from the Löwdin method, atoms 1 to 5:
1 Mn 0.80
2 C -0.29
3 O -0.55
4 H 0.04
5 H 0.04

---

(4)
DFT (ωB97M-V/def2-TZVPD) results for a structure of composition C9H21Cl2IrO3P2 in a non-equilibrium geometry.

Structure (XYZ):
```
38
Properties=species:S:1:pos:R:3
C -0.955 -1.425 -2.768
C -0.617 -0.155 -2.057
H -1.118 -1.226 -3.820
H -1.877 -1.835 -2.324
H -0.161 -2.159 -2.648
O -0.964 0.965 -2.415
Cl -0.207 -2.336 0.118
Ir 0.404 -0.107 -0.293
P 2.430 -0.706 -1.054
C 3.385 0.763 -1.565
C 3.485 -1.528 0.201
H 1.990 -2.768 -2.244
H 3.535 -1.979 -2.765
H 1.958 -1.338 -3.364
C 2.476 -1.816 -2.512
H 2.857 -2.223 0.762
H 4.308 -2.068 -0.302
H 4.355 0.427 -1.960
H 3.534 1.410 -0.686
H 3.884 -0.757 0.873
H 2.825 1.308 -2.341
C 0.772 1.767 -0.460
O 0.849 2.924 -0.490
Cl 1.355 0.034 1.874
C -3.840 2.038 2.203
P -2.374 0.969 1.833
C -1.311 1.733 3.073
C -3.262 -0.603 1.892
O -1.641 0.783 0.525
H -4.795 1.478 2.270
H -4.068 2.928 1.550
H -3.755 2.477 3.224
H -1.861 1.941 4.026
H -0.435 1.111 3.276
H -0.974 2.709 2.707
H -3.304 -0.956 0.862
H -2.608 -1.241 2.487
H -4.271 -0.537 2.310
```

For the LUMO energy (spin up / spin down), the calculation gives -10.72 / -15.63 eV. Its multiplicity is 6. The HOMO-LUMO gap (spin up / spin down) is 6.6 / 5.7 eV. Its expectation value of S² is 8.784. For the energy above the lowest of the compared OMol25 structures with the same formula, charge and spin, the calculation gives 0.8134 eV. The total energy comes out at -62242.04157 eV. The charge is +3.

Atomic partial charges in e from the Löwdin method, atoms 1 to 5:
1 C -0.03
2 C -0.45
3 H 0.12
4 H 0.12
5 H 0.05

---

- Which formula does entry 4 have?
  C9H21Cl2IrO3P2